This record from the Open Molecules 2025 dataset describes a 15-piece molecular cluster, C34H106N8O15 overall. The level of theory is the ωB97M-V functional and the def2-TZVPD basis.

Results
Energy above the lowest of the compared OMol25 structures with the same formula, charge and spin   173.7 kJ/mol
Orbital gap   9.002 eV

Atoms and positions in Å:
O1 -11.302 -16.874 -20.134
H1 -11.448 -17.222 -21.079
H2 -11.464 -15.876 -20.045
H3 -11.793 -17.423 -19.504
C1 -12.977 -16.110 -24.342
C2 -12.738 -17.450 -23.617
O2 -11.746 -17.442 -22.642
H4 -13.525 -16.204 -25.291
H5 -12.034 -15.626 -24.599
H6 -13.686 -15.439 -23.845
H7 -12.540 -18.213 -24.383
H8 -13.685 -17.746 -23.142
C3 -15.298 -16.890 -19.911
C4 -14.893 -18.232 -20.519
C5 -15.511 -18.490 -21.891
O3 -14.935 -19.682 -22.373
C6 -15.249 -19.972 -23.707
N1 -13.411 -18.187 -20.574
H9 -14.840 -16.691 -18.945
H10 -16.377 -16.932 -19.710
H11 -15.162 -16.029 -20.567
H12 -15.129 -19.033 -19.819
H13 -15.308 -17.670 -22.592
H14 -16.599 -18.637 -21.835
H15 -14.810 -19.273 -24.430
H16 -16.332 -19.867 -23.867
H17 -14.966 -20.991 -23.959
H18 -13.125 -17.583 -21.346
H19 -13.083 -19.109 -20.855
C7 -15.371 -12.084 -23.181
C8 -14.966 -10.969 -24.129
C9 -15.579 -9.583 -23.834
O4 -15.298 -9.218 -22.525
C10 -15.758 -7.958 -22.089
N2 -13.484 -10.913 -24.090
H20 -16.429 -12.318 -23.312
H21 -15.257 -11.741 -22.150
H22 -14.739 -12.962 -23.305
H23 -15.161 -11.119 -25.197
H24 -16.645 -9.592 -24.093
H25 -15.097 -8.968 -24.609
H26 -15.268 -7.175 -22.679
H27 -15.555 -7.858 -21.028
H28 -16.831 -7.857 -22.290
H29 -13.295 -10.481 -23.183
H30 -13.092 -10.240 -24.744
C11 -12.362 -12.077 -21.009
C12 -12.440 -13.414 -20.255
C13 -13.576 -14.340 -20.685
O5 -13.721 -15.420 -19.767
C14 -14.313 -15.093 -18.534
N3 -11.154 -14.136 -20.318
H31 -12.321 -12.206 -22.094
H32 -11.440 -11.600 -20.680
H33 -13.261 -11.484 -20.825
H34 -12.514 -13.183 -19.188
H35 -13.332 -14.785 -21.652
H36 -14.517 -13.792 -20.798
H37 -15.367 -14.833 -18.691
H38 -13.866 -14.202 -18.079
H39 -14.230 -15.899 -17.810
H40 -10.426 -13.627 -19.830
H41 -10.859 -14.177 -21.297
C15 -15.840 -13.924 -27.046
C16 -15.938 -13.574 -28.537
C17 -17.401 -13.496 -29.004
O6 -18.204 -14.607 -28.720
C18 -17.867 -15.810 -29.346
N4 -15.363 -12.214 -28.727
H42 -15.996 -13.124 -26.324
H43 -14.864 -14.364 -26.824
H44 -16.570 -14.724 -26.867
H45 -15.330 -14.263 -29.122
H46 -17.380 -13.350 -30.095
H47 -17.936 -12.633 -28.607
H48 -18.260 -16.700 -28.859
H49 -16.786 -15.985 -29.231
H50 -18.046 -15.828 -30.425
H51 -15.748 -11.637 -27.987
H52 -14.384 -12.297 -28.462
C19 -10.812 -12.424 -25.764
C20 -11.638 -12.586 -27.051
C21 -11.758 -14.014 -27.580
O7 -10.497 -14.498 -28.009
C22 -10.104 -14.154 -29.310
N5 -13.006 -12.023 -26.887
H53 -9.863 -12.954 -25.889
H54 -11.332 -12.836 -24.900
H55 -10.521 -11.381 -25.641
H56 -11.103 -12.020 -27.821
H57 -12.514 -14.099 -28.365
H58 -12.105 -14.614 -26.732
H59 -9.191 -14.705 -29.535
H60 -9.829 -13.103 -29.457
H61 -10.864 -14.414 -30.052
H62 -13.130 -12.232 -25.894
H63 -12.954 -11.007 -26.860
C23 -13.897 -17.684 -27.731
C24 -12.950 -18.067 -28.866
C25 -13.432 -17.743 -30.270
O8 -14.559 -18.586 -30.588
C26 -14.300 -19.959 -30.794
N6 -11.650 -17.409 -28.663
H64 -14.222 -16.640 -27.809
H65 -13.534 -17.929 -26.736
H66 -14.856 -18.201 -27.861
H67 -12.738 -19.126 -28.705
H68 -12.726 -17.823 -31.098
H69 -13.896 -16.757 -30.350
H70 -13.604 -20.131 -31.621
H71 -15.237 -20.465 -31.005
H72 -13.845 -20.382 -29.894
H73 -11.710 -16.413 -28.489
H74 -11.247 -17.803 -27.811
C27 -17.299 -17.767 -26.290
C28 -17.902 -17.339 -24.958
C29 -16.952 -16.467 -24.135
O9 -17.582 -16.018 -22.959
C30 -16.719 -15.386 -22.054
N7 -19.187 -16.616 -25.178
H75 -18.014 -18.385 -26.839
H76 -16.413 -18.390 -26.155
H77 -17.171 -16.872 -26.899
H78 -18.138 -18.239 -24.368
H79 -16.566 -15.649 -24.754
H80 -16.098 -17.131 -23.938
H81 -15.898 -16.027 -21.714
H82 -17.350 -15.052 -21.228
H83 -16.257 -14.462 -22.424
H84 -19.303 -16.225 -24.239
H85 -19.894 -17.345 -25.224
C31 -13.014 -20.872 -26.476
C32 -13.043 -22.343 -26.033
C33 -13.151 -23.278 -27.237
O10 -14.383 -22.944 -27.880
C34 -14.592 -23.683 -29.047
N8 -11.835 -22.616 -25.251
H86 -13.930 -20.631 -27.024
H87 -12.169 -20.645 -27.126
H88 -13.093 -20.158 -25.656
H89 -13.934 -22.539 -25.424
H90 -13.247 -24.346 -27.008
H91 -12.345 -23.095 -27.959
H92 -14.630 -24.768 -28.883
H93 -13.901 -23.477 -29.871
H94 -15.599 -23.464 -29.409
H95 -12.046 -23.483 -24.759
H96 -11.807 -21.926 -24.497
O11 -11.370 -20.436 -23.333
H97 -10.503 -20.417 -23.753
H98 -11.601 -19.500 -23.184
O12 -10.399 -18.237 -26.140
H99 -10.953 -18.583 -25.424
H100 -9.728 -18.917 -26.284
O13 -8.809 -18.024 -22.618
H101 -8.763 -18.869 -23.074
H102 -9.763 -17.858 -22.498
O14 -10.186 -14.987 -22.863
H103 -10.693 -15.819 -22.955
H104 -9.530 -15.022 -23.580
O15 -9.251 -15.625 -25.448
H105 -9.664 -16.487 -25.609
H106 -9.573 -15.059 -26.162

=====

This record from the Open Molecules 2025 dataset describes a 16-piece molecular cluster, C34H107N7O16 overall. The level of theory is the ωB97M-V functional and the def2-TZVPD basis.

Results
Orbital gap   8.774 eV

Atoms and positions in Å:
O1 -4.740 -0.999 1.251
H1 -4.744 -1.949 1.107
H2 -5.185 -0.623 0.472
O2 6.492 0.645 -0.369
H3 5.667 0.824 -0.857
H4 6.216 0.145 0.423
O3 -0.998 2.398 -0.912
H5 -0.916 3.358 -0.864
H6 -1.877 2.206 -0.468
O4 4.344 1.272 -1.981
H7 4.523 0.432 -2.439
H8 3.419 1.179 -1.648
O5 -0.852 0.879 -3.112
H9 -0.733 0.043 -2.646
H10 -1.114 1.532 -2.420
O6 5.953 -0.641 1.830
H11 5.399 -1.351 2.167
H12 6.375 -0.267 2.610
C1 0.822 5.462 0.471
C2 -0.222 6.005 -0.486
O7 -1.461 5.321 -0.300
H13 1.755 5.992 0.290
H14 0.976 4.414 0.202
H15 0.441 5.507 1.489
H16 0.121 5.943 -1.521
H17 -0.383 7.058 -0.234
H18 -2.107 5.870 -0.756
C3 2.251 0.594 6.295
C4 1.527 1.709 7.018
O8 0.215 1.876 6.544
H19 1.876 -0.420 6.454
H20 3.244 0.437 6.728
H21 2.271 0.788 5.221
H22 2.029 2.680 6.922
H23 1.485 1.526 8.094
H24 0.288 2.094 5.597
C5 2.801 2.200 -5.702
C6 1.546 2.461 -4.908
O9 0.447 1.702 -5.341
H25 2.790 2.702 -6.671
H26 3.096 1.156 -5.803
H27 3.615 2.706 -5.176
H28 1.267 3.518 -5.039
H29 1.727 2.455 -3.826
H30 -0.181 1.597 -4.607
C7 0.377 -4.213 2.285
C8 1.419 -4.885 1.377
C9 2.058 -3.913 0.407
O10 2.957 -4.556 -0.439
C10 3.863 -3.726 -1.114
N1 2.490 -5.420 2.223
H31 -0.297 -3.674 1.613
H32 0.892 -3.459 2.881
H33 -0.158 -4.902 2.934
H34 1.017 -5.736 0.817
H35 2.555 -3.137 1.007
H36 1.338 -3.380 -0.229
H37 4.181 -2.848 -0.541
H38 3.401 -3.269 -1.997
H39 4.727 -4.293 -1.454
H40 3.294 -5.551 1.617
H41 2.218 -6.340 2.546
C11 2.489 -0.010 1.030
C12 1.752 -0.372 -0.275
C13 0.300 -0.813 -0.018
O11 -0.303 -0.996 -1.287
C14 -1.593 -1.607 -1.188
N2 1.833 0.816 -1.154
H42 3.410 0.542 0.852
H43 2.722 -0.916 1.596
H44 1.856 0.575 1.690
H45 2.306 -1.132 -0.831
H46 -0.305 -0.065 0.503
H47 0.380 -1.707 0.609
H48 -2.250 -0.890 -0.690
H49 -1.489 -2.589 -0.730
H50 -1.998 -1.749 -2.190
H51 1.344 0.467 -1.978
H52 1.163 1.538 -0.898
C15 -2.682 -4.682 -1.824
C16 -2.035 -5.086 -3.160
C17 -1.121 -4.086 -3.824
O12 -1.834 -2.935 -4.241
C18 -1.064 -1.969 -4.925
N3 -1.355 -6.358 -2.942
H53 -3.433 -5.403 -1.495
H54 -3.221 -3.736 -1.924
H55 -1.952 -4.607 -1.015
H56 -2.929 -5.289 -3.755
H57 -0.737 -4.632 -4.692
H58 -0.267 -3.727 -3.237
H59 -1.832 -1.333 -5.362
H60 -0.411 -2.313 -5.731
H61 -0.462 -1.365 -4.242
H62 -2.020 -7.105 -2.803
H63 -0.818 -6.273 -2.087
C19 -4.202 3.607 -1.332
C20 -4.573 2.283 -0.660
C21 -4.800 1.280 -1.807
O13 -5.250 0.027 -1.289
C22 -5.185 -0.990 -2.259
N4 -3.458 1.911 0.234
H64 -4.777 3.851 -2.228
H65 -3.188 3.593 -1.736
H66 -4.283 4.471 -0.671
H67 -5.407 2.369 0.041
H68 -3.815 1.197 -2.277
H69 -5.535 1.681 -2.508
H70 -5.954 -0.822 -3.019
H71 -5.479 -1.947 -1.824
H72 -4.208 -1.136 -2.726
H73 -3.528 1.014 0.699
H74 -3.376 2.657 0.927
C23 -6.607 -1.373 4.845
C24 -5.447 -0.399 4.963
C25 -4.105 -1.075 5.238
O14 -3.136 -0.049 5.365
C26 -1.857 -0.559 5.323
N5 -5.333 0.379 3.706
H75 -6.463 -2.255 4.213
H76 -7.502 -0.966 4.371
H77 -6.881 -1.734 5.838
H78 -5.615 0.273 5.806
H79 -3.811 -1.761 4.439
H80 -4.191 -1.583 6.206
H81 -1.595 -1.325 6.062
H82 -1.095 0.207 5.393
H83 -1.696 -1.053 4.355
H84 -4.634 1.098 3.857
H85 -5.007 -0.228 2.945
C27 6.228 0.203 -5.208
C28 6.392 -0.867 -4.134
C29 5.091 -1.674 -3.941
O15 4.011 -0.854 -3.538
C30 2.723 -1.212 -4.009
N6 7.481 -1.700 -4.696
H86 5.485 0.932 -4.873
H87 5.853 -0.286 -6.110
H88 7.118 0.803 -5.382
H89 6.737 -0.420 -3.200
H90 5.189 -2.549 -3.290
H91 4.904 -2.109 -4.931
H92 2.102 -0.320 -3.936
H93 2.294 -1.981 -3.359
H94 2.734 -1.566 -5.041
H95 7.491 -2.570 -4.168
H96 7.221 -1.991 -5.633
C31 -2.416 3.973 4.562
C32 -1.663 4.105 3.252
C33 -0.557 3.037 3.043
O16 0.381 2.940 4.087
C34 1.352 3.967 4.092
N7 -2.655 4.095 2.159
H97 -3.406 4.432 4.586
H98 -1.787 4.412 5.338
H99 -2.661 2.943 4.830
H100 -1.211 5.096 3.118
H101 -0.022 3.221 2.106
H102 -1.027 2.054 2.962
H103 1.856 4.027 3.123
H104 2.109 3.731 4.838
H105 0.951 4.949 4.355
H106 -3.371 4.779 2.372
H107 -2.176 4.431 1.321

=====

Number 1: largest force on an atom 4.277 eV Å⁻¹, highest occupied orbital energy -8.670 eV, E_tot -79602.6685 eV. Number 2: largest force on an atom 2.330 eV Å⁻¹, highest occupied orbital energy -8.676 eV, E_tot -80180.5737 eV.